Record 1
90
Properties=species:S:1:pos:R:3 method="wB97M-V/def2-TZVPD" charge=-1 gap_ev=5.44 spin_multiplicity=1 e_tot_ev=-54086.114 e_homo_ev=-3.34 molar_mass_da=480.67 lumo_ha=0.07724
C 2.2283 1.9222 5.6024
C 1.2921 1.0317 5.3198
P 0.0542 1.3129 3.8809
P -1.6203 1.4575 5.5341
N -1.6510 2.7674 6.4482
H 2.3383 2.7935 4.9559
H 2.9049 1.8319 6.4522
H 1.2357 0.0938 5.8828
H -0.1641 -0.1341 3.8025
H -0.9601 1.5478 2.8438
H 0.2396 2.7580 4.0666
H 1.1232 1.2850 2.8629
H -2.8821 1.2398 4.9075
H -1.5796 0.3010 6.3638
H -0.8988 3.3824 6.1447
C 0.5497 -0.5230 -1.1674
C 0.8491 -1.1350 0.1916
O -0.1531 -0.9132 1.1546
C -1.4395 -1.4107 0.8686
C -1.4973 -2.9162 0.6653
H 0.3779 0.5490 -1.0671
H 1.3892 -0.6785 -1.8468
H -0.3368 -0.9622 -1.6294
H 1.7413 -0.6724 0.6150
H 1.0636 -2.2078 0.0830
H -1.8716 -0.8981 -0.0020
H -2.0384 -1.1224 1.7328
H -0.9181 -3.2427 -0.1983
H -2.5275 -3.2342 0.4996
H -1.1092 -3.4298 1.5472
C -0.2258 4.3868 -3.3232
C 0.7882 3.3220 -2.9466
O 1.0026 2.3476 -3.9579
C 1.4912 2.8321 -5.1911
C 2.8340 3.5388 -5.1002
H -1.1839 3.9288 -3.5722
H -0.3803 5.0676 -2.4863
H 0.0965 4.9818 -4.1798
H 0.4257 2.7612 -2.0864
H 1.7379 3.7791 -2.6473
H 0.7535 3.4857 -5.6732
H 1.5860 1.9450 -5.8186
H 2.7809 4.4429 -4.4931
H 3.1676 3.8283 -6.0978
H 3.5830 2.8795 -4.6601
C -6.4418 3.4296 -2.0991
C -5.5500 4.2627 -3.0040
O -4.2599 3.7196 -3.2080
C -4.2100 2.4344 -3.8001
C -4.8409 2.3624 -5.1810
H -5.9666 3.2777 -1.1299
H -7.3920 3.9424 -1.9447
H -6.6606 2.4500 -2.5261
H -5.3688 5.2352 -2.5461
H -6.0491 4.4498 -3.9630
H -4.6567 1.6859 -3.1361
H -3.1480 2.1990 -3.8713
H -5.9098 2.5787 -5.1578
H -4.7146 1.3600 -5.5918
H -4.3657 3.0768 -5.8549
C 5.2766 0.5207 4.1768
C 5.9476 -0.8104 3.9022
O 7.3606 -0.8120 4.0796
C 7.8144 -0.4665 5.3724
C 7.3179 -1.3834 6.4785
H 5.7003 1.3025 3.5441
H 4.2070 0.4531 3.9786
H 5.3867 0.8313 5.2165
H 5.8030 -1.0937 2.8597
H 5.4874 -1.5974 4.5104
H 7.5614 0.5741 5.6070
H 8.9024 -0.5228 5.3089
H 6.2341 -1.3429 6.5869
H 7.7569 -1.0837 7.4312
H 7.6011 -2.4172 6.2744
C -1.5034 -7.6244 -1.4575
C -2.4666 -6.4790 -1.1940
O -2.0222 -5.2257 -1.6726
C -1.7914 -5.1261 -3.0636
C -3.0157 -5.3998 -3.9211
H -0.5268 -7.4076 -1.0236
H -1.8881 -8.5408 -1.0087
H -1.3671 -7.8103 -2.5240
H -2.5831 -6.3356 -0.1196
H -3.4599 -6.7185 -1.5936
H -0.9621 -5.7764 -3.3678
H -1.4589 -4.0986 -3.2133
H -3.3740 -6.4244 -3.8121
H -2.7714 -5.2445 -4.9727
H -3.8290 -4.7254 -3.6502

---

Record 2
20
Properties=species:S:1:pos:R:3 method="wB97M-V/def2-TZVPD" e_above_lowest_kcal_mol=33.95 charge=+1 gap_ev="10.83 / 6.53" spin_multiplicity=2 e_tot_ev=-9829.183 e_homo_ev="-13.99 / -13.99" molar_mass_da=107.16 lumo_ha="-0.11608 / -0.27411"
C 0.0746 1.6043 0.6487
N 0.2267 0.0698 0.4401
C -0.3507 -1.1108 1.0005
N -0.1254 -2.3759 0.1706
C 1.4127 2.4626 0.4459
N 2.5474 1.7518 1.1234
H -0.3434 1.5468 1.6895
H -0.6358 1.9978 -0.1480
H 1.1159 -0.0163 -0.0503
H -1.4429 -1.2018 0.8372
H -0.2304 -1.0933 2.1087
H -0.1179 -2.0733 -0.8453
H 0.9395 -2.5029 0.2014
H 1.4987 2.4884 -0.6729
H 1.1153 3.3730 0.8983
H 2.8162 2.4391 1.8916
H 3.3514 1.7113 0.4964
H -2.8721 -1.6283 -2.4665
H -3.6305 -2.9170 -2.7874
O -3.3656 -1.9975 -3.2327

---

Record 3
108
Properties=species:S:1:pos:R:3 method="wB97M-V/def2-TZVPD" e_above_lowest_kcal_mol=0.00 gap_ev="6.08 / 7.37" spin_multiplicity=3 e_tot_ev=-155296.067 e_homo_ev="-6.71 / -8.19" molar_mass_da=1044.40 lumo_ha="-0.02320 / -0.03025"
Pd -0.1324 0.0790 0.3988
C -0.3575 0.1294 2.5311
Si -0.4562 -1.6799 2.9348
C -1.6922 -2.2725 1.5891
N -1.2250 -1.8968 0.2322
C -2.3654 -1.6848 -0.6841
C -3.0838 -2.9889 -1.0271
C -2.0902 -4.0556 -1.5363
C -0.6780 -3.4820 -1.6519
C -0.2380 -2.8679 -0.3254
C 1.0908 -2.7707 2.9061
C 2.3717 -2.2882 3.1742
C 3.4629 -3.1458 3.2389
C 3.2930 -4.5078 3.0388
C 2.0231 -5.0111 2.7917
C 0.9383 -4.1492 2.7374
C -1.2401 -1.9684 4.6307
C -0.5376 -2.5737 5.6738
C -1.1076 -2.7214 6.9307
C -2.3964 -2.2659 7.1663
C -3.1123 -1.6636 6.1408
C -2.5365 -1.5158 4.8884
H 0.4466 0.7210 2.9653
H -1.3203 0.6177 2.7028
H -2.6198 -1.7249 1.7792
H -1.9346 -3.3417 1.6330
H -1.9960 -1.2170 -1.5973
H -3.0479 -0.9868 -0.2150
H -3.8437 -2.7702 -1.7790
H -3.6105 -3.3486 -0.1422
H -2.4060 -4.4414 -2.5067
H -2.0678 -4.9055 -0.8492
H -0.6317 -2.7370 -2.4508
H 0.0243 -4.2758 -1.9125
H 0.7290 -2.3731 -0.4578
H -0.0879 -3.6698 0.3979
H 2.5187 -1.2294 3.3393
H 4.4489 -2.7510 3.4553
H 4.1412 -5.1792 3.0918
H 1.8773 -6.0747 2.6490
H -0.0535 -4.5615 2.5773
H 0.4699 -2.9354 5.4995
H -0.5470 -3.1930 7.7286
H -2.8411 -2.3764 8.1473
H -4.1188 -1.3064 6.3210
H -3.1051 -1.0367 4.0969
C -0.6342 -0.8645 -6.7231
C -1.6463 -0.8679 -5.7737
C -1.3631 -0.5383 -4.4579
C -0.0686 -0.1936 -4.0776
C 0.9443 -0.2099 -5.0289
C 0.6606 -0.5404 -6.3466
As 0.2083 0.4506 -2.2285
C -0.5258 2.2112 -2.6215
C -1.8580 2.5502 -2.7855
C -2.2097 3.8764 -3.0034
C -1.2274 4.8562 -3.0423
C 0.1114 4.5168 -2.9055
C 0.4736 3.1882 -2.7106
C 1.8480 2.6716 -2.6051
C 3.0120 3.4271 -2.6991
C 4.2479 2.7989 -2.6805
C 4.3364 1.4171 -2.5696
C 3.1818 0.6605 -2.4298
C 1.9449 1.2831 -2.4453
H -0.8544 -1.1114 -7.7535
H -2.6596 -1.1164 -6.0630
H -2.1590 -0.5383 -3.7195
H 1.9559 0.0469 -4.7416
H 1.4533 -0.5275 -7.0840
H -2.6245 1.7855 -2.7416
H -3.2508 4.1489 -3.1264
H -1.5052 5.8938 -3.1812
H 0.8669 5.2913 -2.9535
H 2.9566 4.5033 -2.8044
H 5.1512 3.3911 -2.7669
H 5.3053 0.9322 -2.5822
H 3.2466 -0.4173 -2.3244
O -5.1198 6.5451 0.6637
N -3.9190 6.3587 0.7652
O -3.0938 7.2507 0.8751
C -3.4477 4.9924 0.7688
C -4.3536 3.9439 0.6908
C -3.9008 2.6498 0.6219
C -2.4872 2.3242 0.4753
O -2.1154 1.1847 0.1280
C -1.6118 3.4574 0.7119
C -2.0923 4.7413 0.8508
N -0.2018 3.3067 0.8051
O 0.4443 4.1671 1.3684
O 0.3505 2.3432 0.2810
N -4.9104 1.6128 0.6514
O -6.0572 1.9381 0.3862
O -4.6132 0.4976 1.0397
H -5.4158 4.1366 0.7221
H -1.3982 5.5568 0.9881
S 2.4182 0.4100 1.1351
C 4.0229 0.1374 0.7344
N 4.8952 1.1799 0.8967
C 6.2239 1.1077 0.6598
C 6.7778 -0.0536 0.2263
C 5.9326 -1.1724 0.0389
C 4.5930 -1.0812 0.2842
H 4.4694 2.0463 1.2000
H 6.8016 2.0020 0.8422
H 7.8380 -0.1215 0.0364
H 6.3636 -2.1088 -0.2916
H 3.9338 -1.9295 0.1684